101
Properties=species:S:1:pos:R:3:mulliken_charge:R:1 method="wB97M-V/def2-TZVPD" charge=+2
Zn 2.79563 0.22760 -0.04149 0.195
Cl 0.26673 -0.62523 -0.18344 2.068
O -0.03612 -0.68702 1.20536 -1.216
O 1.63791 -0.92258 -0.44424 -0.943
O -0.42894 -1.62178 -0.84438 -0.893
O -0.03489 0.60555 -0.76754 -0.637
C 3.53990 -2.74898 -1.76619 -1.745
C 3.05677 -3.82427 -0.70228 -0.432
C 1.51959 -3.83864 -0.82105 -0.901
N 0.78420 -4.31891 0.42540 0.574
C 1.02166 -3.31006 1.57347 -0.142
C 1.20771 -5.66471 0.95836 -0.657
C 0.40006 -6.68868 0.00367 -0.686
C -0.90539 -5.93315 -0.33394 -0.716
C -0.76501 -4.52483 0.22125 -0.213
H 3.65962 -1.71193 -1.45264 0.221
H 2.99513 -2.72219 -2.70991 0.379
H 4.56099 -2.99147 -2.06059 0.530
H 3.36281 -3.51531 0.29721 0.409
H 3.45108 -4.80139 -0.98131 0.520
H 1.34713 -4.68015 -1.49203 0.645
H 0.99092 -2.91514 -1.05719 0.414
H 0.78297 -3.78469 2.52523 0.502
H 0.36462 -2.45313 1.42493 -0.698
H 2.07146 -3.03380 1.67201 0.515
H 0.89305 -5.78996 1.99441 0.454
H 2.28111 -5.83535 0.87587 0.426
H 0.11877 -7.63748 0.46058 0.424
H 0.88003 -6.99513 -0.92575 0.316
H -1.73787 -6.47664 0.11295 0.379
H -1.02401 -5.77807 -1.40631 0.320
H -1.27152 -4.41723 1.18040 0.262
H -1.17804 -3.78746 -0.46707 0.201
C 3.43995 4.31524 -2.26075 -1.364
C 1.88320 4.37022 -1.97632 -0.761
C 1.10649 3.10745 -2.38661 0.002
N -0.42826 3.29555 -1.85977 0.725
C -0.47690 3.21737 -0.31883 -0.813
C -1.16934 4.53854 -2.34137 -0.617
C -1.96553 4.25044 -3.60458 -0.839
C -1.77219 2.74455 -3.87881 -0.739
C -1.37340 2.23761 -2.52078 -0.481
H 4.00357 3.70818 -1.55229 0.186
H 3.81971 5.33628 -2.29747 0.490
H 3.68696 4.05157 -3.28913 0.436
H 1.62495 5.26462 -2.54329 0.393
H 1.86295 4.54369 -0.90041 0.240
H 1.34742 2.16421 -1.89634 0.100
H 1.07151 3.03053 -3.47333 0.695
H 0.04483 4.04701 0.15823 0.746
H 0.11040 2.30894 -0.18496 -0.164
H -1.42753 2.94078 0.13713 -0.005
H -1.91670 4.68052 -1.56073 0.256
H -0.62783 5.48233 -2.27709 0.546
H -3.00937 4.40795 -3.33313 0.351
H -1.76554 4.89692 -4.45907 0.368
H -2.64927 2.31705 -4.36469 0.447
H -1.04738 2.61601 -4.68269 0.330
H -2.21439 2.23708 -1.82736 0.372
H -0.86915 1.27152 -2.49818 0.171
C -2.26877 3.30724 1.78967 -0.990
C -2.22030 2.30654 2.97985 -0.754
C -2.06434 0.89192 2.35256 -0.361
N -2.74523 -0.27488 3.20975 0.453
C -2.33385 -0.18902 4.69651 -0.976
C -2.25009 -1.67015 2.66255 -0.604
C -3.20787 -2.11263 1.55550 -0.104
C -4.50161 -1.31029 1.85579 -1.123
C -4.29923 -0.35618 2.99097 -0.475
H -1.35674 3.34917 1.19423 -0.029
H -2.37264 4.33984 2.12292 0.507
H -3.19722 3.26752 1.22004 0.439
H -3.20585 2.36221 3.44216 0.465
H -1.50060 2.40602 3.79238 0.510
H -1.00615 0.66263 2.22706 0.079
H -2.55759 0.82540 1.38283 0.410
H -2.40555 0.78867 5.17305 0.357
H -1.29026 -0.49158 4.78293 0.372
H -2.92266 -0.91154 5.26166 0.425
H -2.42451 -2.41181 3.44205 0.642
H -1.17796 -1.77429 2.49583 0.089
H -3.27210 -3.18488 1.74059 0.632
H -2.70453 -1.90859 0.61046 0.056
H -5.27705 -1.94803 2.28016 0.315
H -5.01078 -0.78806 1.04577 0.378
H -4.71359 -0.76506 3.91252 0.469
H -4.74046 0.63925 2.94057 0.362
P 2.40948 2.18167 1.16791 0.919
F 3.66720 1.73584 0.19023 -0.352
F 3.42839 2.76906 2.28898 -0.353
F 2.33178 3.56242 0.28957 -0.305
F 1.12099 2.39538 2.12449 -0.373
F 1.38634 1.40831 0.18167 -0.154
F 2.56679 0.66340 1.72252 -0.295
P 3.17505 0.87590 -2.26642 1.718
F 2.14579 1.47906 -1.15083 0.290
F 1.96908 0.20688 -3.09915 -0.436
F 3.22190 2.23496 -3.17170 -0.365
F 4.23307 0.29147 -3.31180 -0.359
F 4.35029 1.43437 -1.26918 -0.368
F 3.12421 -0.46777 -1.33775 -0.054



91
Properties=species:S:1:pos:R:3:mulliken_charge:R:1 method="wB97M-V/def2-TZVPD" charge=0
C 1.17354 -2.01170 -3.03312 -0.886
C -0.12314 -1.04238 -3.14406 0.739
O -0.08180 -0.45706 -4.47700 -0.317
C 0.02750 0.97537 -4.44555 -0.414
C 1.54137 1.51557 -4.32566 -0.517
O 2.23755 0.99991 -3.14967 -0.399
C 2.08101 1.85998 -2.04591 0.905
C 1.03249 2.76411 -1.71252 -0.321
C 1.60300 3.38475 -0.37489 0.336
O 1.03486 4.21757 0.34765 -0.566
O 2.93064 2.93419 -0.04224 -0.284
C 3.23014 1.87695 -0.94077 0.272
O 4.16214 1.06336 -0.90454 -0.539
H 2.06739 -1.48441 -2.54588 0.208
H 0.91149 -2.92126 -2.40031 0.334
H 1.49708 -2.26162 -4.10280 0.067
H -1.09989 -1.55883 -2.87451 0.136
H 0.06940 -0.19147 -2.39058 -0.411
H -0.34630 1.34563 -5.47563 0.303
H -0.66718 1.48261 -3.68066 0.211
H 2.08589 1.19543 -5.29217 0.355
H 1.57729 2.67143 -4.34414 0.387
H 0.09279 2.97178 -2.30678 0.397
C 0.67609 -5.35423 -5.99527 -0.766
O 0.70434 -3.93820 -5.94387 -0.266
C 0.96199 -3.30442 -7.19235 -0.618
C -0.24593 -3.24876 -8.15060 0.297
C -0.57548 -4.58469 -8.81256 -1.421
N -1.44579 -2.74628 -7.46954 -0.723
H 1.41289 -5.75506 -6.69789 0.330
H -0.32659 -5.69993 -6.25245 0.250
H 0.90404 -5.73654 -4.99852 0.248
H 1.23892 -2.27409 -6.94310 0.261
H 1.84027 -3.75068 -7.67546 0.437
H 0.01134 -2.54885 -8.95310 0.373
H -1.11732 -5.26272 -8.15129 0.292
H -1.21448 -4.42612 -9.68595 0.362
H 0.33251 -5.09067 -9.15285 0.341
H -1.25380 -1.80507 -7.12564 0.263
H -1.56836 -3.29458 -6.61922 0.351
C -3.73231 -1.09194 -1.34798 -0.793
O -2.44616 -1.00294 -0.75870 -0.345
C -2.22831 0.17517 0.01346 -0.100
C -2.87317 0.16106 1.41606 0.453
C -4.38716 0.35961 1.40376 -1.557
N -2.56189 -1.07944 2.13715 -0.688
H -4.10255 -0.11606 -1.67660 0.336
H -4.43316 -1.55260 -0.64997 0.261
H -3.66473 -1.74791 -2.21827 0.299
H -1.14233 0.23881 0.14568 -0.283
H -2.52190 1.06637 -0.55632 0.480
H -2.44464 0.99938 1.97624 0.412
H -4.93099 -0.54669 1.13251 0.306
H -4.73854 0.64645 2.39896 0.347
H -4.67527 1.15329 0.70828 0.341
H -1.54839 -1.15044 2.24137 0.155
H -2.79808 -1.85863 1.52402 0.379
C 4.39179 -0.24668 3.60755 -0.682
O 3.46718 -0.43611 4.66590 -0.456
C 2.42560 0.53282 4.72283 -0.681
C 1.29515 0.32616 3.69120 1.206
C 1.67938 0.71165 2.26578 -1.388
N 0.81422 -1.06145 3.69608 -0.692
H 4.58581 0.81294 3.41582 0.289
H 4.03253 -0.74022 2.70297 0.264
H 5.33207 -0.72599 3.88584 0.281
H 1.98919 0.43223 5.72291 0.135
H 2.84084 1.54736 4.66965 0.488
H 0.46546 0.97753 3.98611 -0.021
H 2.28639 -0.04833 1.77019 0.237
H 0.78069 0.83940 1.65362 0.053
H 2.23062 1.65592 2.24716 0.371
H 0.45441 -1.27707 4.62602 0.299
H 1.62774 -1.66874 3.60385 0.303
C -2.50746 2.43203 6.35078 -0.811
O -1.19360 2.04719 5.98324 -0.286
C -0.24020 3.10547 5.99251 -0.411
C 0.26528 3.50698 7.39438 0.252
C -0.74469 4.30906 8.21159 -1.461
N 0.67941 2.33188 8.17163 -0.734
H -2.76051 3.43154 5.98460 0.353
H -2.62385 2.37997 7.43457 0.245
H -3.20716 1.71624 5.91541 0.263
H 0.61626 2.72945 5.42246 0.085
H -0.62171 3.97174 5.43792 0.456
H 1.14140 4.14831 7.24951 0.417
H -1.51993 3.68427 8.65798 0.307
H -0.24203 4.81852 9.03861 0.368
H -1.23104 5.07245 7.59771 0.332
H 1.43453 1.86158 7.67219 0.235
H -0.08608 1.65941 8.14317 0.372



Number 1: HOMO level -0.55478 hartree. Number 2: HOMO level -0.33402 hartree.